{"formula": "C7H8I2Si", "method": "ωB97M-V/def2-TZVPD", "homo_energy_ev": -7.9, "gap_ev": 7.73, "elements": ["C", "C", "C", "C", "C", "C", "C", "Si", "I", "I", "H", "H", "H", "H", "H", "H", "H", "H"], "xyz": [[-0.31125, 0.66326, -1.84214], [0.58785, 1.06336, -0.93553], [-1.45812, -0.08664, -1.41211], [0.61581, 0.51273, 0.45255], [-1.67408, -0.33025, -0.10697], [-0.76359, 0.05058, 0.96171], [-1.26063, 0.03921, 2.23087], [2.15254, -0.65276, -0.05626], [1.20755, -2.71436, -1.02680], [3.25023, -1.24665, 2.09017], [-0.22538, 0.93985, -2.88205], [1.42118, 1.69255, -1.22395], [-2.18292, -0.38992, -2.15188], [1.04032, 1.23723, 1.15317], [-2.61318, -0.76696, 0.19906], [-0.68613, 0.38185, 3.07434], [-2.28176, -0.23858, 2.40702], [3.18156, -0.15452, -0.93121]], "forces_ev_per_angstrom": [[0.35, 0.33, 0.01], [-0.05, 0.28, -0.36], [-0.37, -0.33, 0.52], [0.28, 0.15, 0.18], [-0.30, -0.11, -0.61], [0.09, -0.21, 0.37], [1.46, 0.45, -1.32], [-1.79, -1.12, 1.79], [0.31, 0.34, 0.07], [-0.03, 0.07, -0.32], [0.04, 0.14, -0.05], [0.00, 0.08, -0.08], [-0.13, -0.05, -0.01], [0.12, -0.10, -0.02], [-0.08, -0.19, 0.01], [0.17, 0.00, 0.16], [-0.24, -0.22, -0.01], [0.19, 0.48, -0.33]], "lowdin_charge": [-0.125, -0.231, -0.111, -0.376, -0.093, -0.287, 0.075, -0.193, 0.432, 0.342, 0.108, 0.100, 0.104, 0.101, 0.110, 0.057, 0.056, -0.070]}

{"formula": "C16H28NO6PPdS", "method": "ωB97M-V/def2-TZVPD", "homo_energy_ev": [-16.2, -16.9], "spin_multiplicity": 5, "gap_ev": [8.84, 6.52], "charge": 2, "elements": ["Pd", "O", "C", "O", "C", "C", "C", "C", "C", "N", "H", "H", "H", "H", "C", "C", "C", "C", "O", "P", "O", "O", "O", "C", "C", "C", "C", "H", "H", "H", "H", "H", "H", "H", "H", "H", "H", "H", "H", "H", "H", "H", "H", "H", "H", "C", "S", "C", "H", "H", "H", "H", "H", "H"], "xyz": [[0.30967, -0.74635, -0.26185], [2.33592, -4.08950, -1.73759], [1.64084, -3.22290, -1.08325], [1.88476, -2.01956, -1.19869], [0.56931, -3.75117, -0.19194], [0.34799, -5.09667, 0.00202], [-0.68196, -5.47221, 0.86228], [-1.43161, -4.48865, 1.47419], [-1.13756, -3.15002, 1.21762], [-0.15341, -2.78815, 0.40474], [0.95801, -5.83577, -0.50124], [-0.88663, -6.51907, 1.04169], [-2.24208, -4.73570, 2.14523], [-1.71103, -2.35538, 1.67528], [0.64293, 3.33212, -2.69019], [0.82884, 1.83431, -2.58878], [2.28584, 1.43153, -2.56492], [0.04733, 1.06648, -3.63609], [0.32555, 1.42374, -1.19598], [-1.23773, 1.35113, -0.83008], [-2.15037, 2.36670, -1.31153], [-1.57464, -0.15008, -1.18969], [-1.00628, 1.15483, 0.74780], [-2.12753, 1.28650, 1.78044], [-2.36056, 2.77978, 1.93479], [-3.35793, 0.55549, 1.28832], [-1.53774, 0.67142, 3.02888], [1.04962, 3.66953, -3.64385], [1.17897, 3.84754, -1.89291], [-0.40940, 3.60576, -2.65374], [2.73616, 1.67888, -3.52614], [2.39691, 0.35561, -2.41274], [2.83560, 1.98012, -1.79876], [0.43896, 1.32208, -4.62014], [-1.01054, 1.33363, -3.62878], [0.15404, -0.01092, -3.50418], [-2.72993, 3.21511, 1.00872], [-1.44628, 3.29057, 2.23815], [-3.10886, 2.94022, 2.71147], [-3.76937, 1.01606, 0.38986], [-4.12022, 0.60709, 2.06546], [-3.14927, -0.49601, 1.08505], [-0.64359, 1.20842, 3.34855], [-1.28240, -0.38048, 2.87736], [-2.26955, 0.73084, 3.83373], [2.04944, 1.77556, 1.40493], [1.75083, 0.01244, 1.58951], [3.37269, -0.62165, 1.14267], [2.73336, 2.06570, 2.20288], [1.10073, 2.29119, 1.51486], [2.48723, 1.97773, 0.43131], [3.66928, -0.25152, 0.16303], [3.32966, -1.70716, 1.14555], [4.07604, -0.28922, 1.90667]], "forces_ev_per_angstrom": [[0.62, -0.18, 0.30], [0.06, -0.21, -0.04], [0.00, 0.35, 0.07], [-0.23, 0.08, -0.07], [0.01, -0.24, -0.03], [0.02, 0.00, -0.02], [0.01, -0.04, 0.00], [0.02, 0.10, -0.01], [-0.05, -0.11, 0.05], [0.00, 0.14, -0.05], [-0.01, 0.00, 0.01], [-0.01, 0.01, 0.00], [0.00, 0.00, 0.00], [0.00, 0.01, 0.00], [-0.01, 0.02, 0.03], [0.06, -0.01, -0.08], [0.02, 0.03, 0.01], [-0.04, 0.04, 0.06], [-0.21, -0.01, 0.01], [0.26, 0.24, 0.10], [-0.09, 0.04, -0.08], [-0.37, -0.08, -0.08], [-0.09, -0.02, -0.24], [-0.07, 0.05, 0.08], [0.03, 0.00, -0.04], [0.00, 0.00, -0.02], [0.06, -0.03, -0.02], [0.01, -0.01, 0.00], [0.00, -0.01, 0.00], [-0.01, 0.01, 0.00], [0.00, -0.02, 0.00], [0.02, 0.00, 0.01], [-0.01, -0.02, -0.01], [0.02, 0.01, 0.00], [0.00, -0.01, -0.01], [-0.01, -0.03, -0.01], [-0.01, 0.02, -0.01], [0.00, -0.01, 0.00], [0.00, -0.04, 0.01], [0.00, -0.02, 0.00], [0.00, 0.01, 0.00], [0.00, 0.01, 0.00], [-0.02, -0.01, 0.01], [-0.03, 0.02, 0.01], [0.01, -0.01, 0.00], [-0.01, -0.04, -0.03], [0.05, -0.06, 0.05], [0.00, 0.01, 0.02], [0.00, -0.01, 0.00], [0.01, 0.01, 0.00], [-0.02, 0.03, 0.01], [0.01, -0.02, 0.01], [0.01, -0.01, 0.02], [-0.01, 0.01, -0.02]], "mulliken_spin": [1.429, 0.959, 0.059, 0.113, -0.017, -0.013, -0.007, -0.002, -0.007, 0.112, 0.000, 0.000, 0.001, 0.007, 0.004, -0.008, -0.008, -0.003, 0.084, -0.075, 0.098, 0.651, 0.215, -0.014, 0.013, -0.007, 0.001, 0.002, -0.001, 0.001, -0.001, 0.001, 0.001, -0.001, 0.001, 0.000, 0.001, 0.000, 0.004, 0.001, 0.000, -0.001, 0.000, -0.002, -0.001, -0.015, 0.396, -0.024, 0.022, -0.001, 0.006, 0.007, 0.000, 0.021]}

{"formula": "C50H75CoGeN5O2P3", "method": "ωB97M-V/def2-TZVPD", "homo_energy_ev": [-9.4, -9.9], "spin_multiplicity": 6, "gap_ev": [7.54, 5.15], "charge": 1, "elements": ["Co", "C", "C", "C", "P", "C", "N", "Ge", "N", "C", "P", "C", "C", "C", "C", "C", "C", "C", "C", "C", "C", "C", "C", "N", "C", "C", "C", "C", "C", "C", "C", "C", "C", "C", "C", "C", "N", "C", "P", "C", "C", "C", "C", "C", "C", "C", "C", "C", "H", "H", "H", "H", "H", "H", "H", "H", "H", "H", "H", "H", "H", "H", "H", "H", "H", "H", "H", "H", "H", "H", "H", "H", "H", "H", "H", "H", "H", "H", "H", "H", "H", "H", "H", "H", "H", "H", "H", "H", "H", "H", "H", "H", "H", "H", "H", "H", "H", "H", "H", "H", "H", "H", "H", "H", "H", "H", "H", "H", "C", "C", "O", "O", "H", "H", "H", "C", "N", "C", "C", "C", "C", "C", "C", "C", "C", "H", "H", "H", "H", "H", "H", "H", "H", "H", "H", "H", "H"], "xyz": [[-0.04843, 1.08152, 0.66034], [0.61259, 3.86071, 2.84733], [1.21657, 2.72971, 3.68746], [0.82048, 2.87114, 5.15676], [0.89808, 1.05691, 2.95821], [-0.20129, 0.15568, 4.15772], [-0.94250, -0.94592, 3.54681], [-1.26032, -1.10361, 1.24984], [-0.70512, -3.18097, 0.29338], [0.12775, -3.19549, -0.88437], [-0.61111, -2.08845, -2.21393], [-1.87406, -3.18706, -3.04254], [-1.37789, -4.52643, -3.58471], [-3.14057, -3.38520, -2.19753], [0.79528, -2.20657, -3.42576], [2.03110, -1.44702, -2.94196], [0.37045, -1.67371, -4.79772], [-1.44718, -4.25236, 0.60186], [-1.31795, -5.53794, 0.00185], [-2.28434, -6.49366, 0.18077], [-3.41735, -6.19997, 0.94587], [-3.52043, -4.98140, 1.61029], [-2.51639, -4.04210, 1.51326], [-2.51889, -2.80659, 2.30829], [-2.00910, -3.04472, 3.65841], [-2.19477, -4.22729, 4.33450], [-1.82607, -4.34856, 5.67559], [-1.29017, -3.25911, 6.36718], [-1.04450, -2.08745, 5.70013], [-1.32727, -1.96583, 4.30640], [-3.87304, -2.21124, 2.30285], [-4.86142, -2.56742, 3.20370], [-6.15728, -2.10363, 3.04073], [-6.44423, -1.32772, 1.92515], [-5.44521, -0.94300, 1.04284], [-4.10424, -1.30740, 1.25981], [-3.02820, -0.80990, 0.55534], [-3.31673, 0.35001, -0.30010], [-2.03197, 1.68724, -0.55319], [-2.26169, 2.06209, -2.35930], [-3.69639, 2.44979, -2.73517], [-1.76033, 0.95553, -3.28536], [-2.60374, 3.25613, 0.26939], [-4.09485, 3.36484, 0.58296], [-2.06642, 4.48100, -0.48251], [2.47670, 0.13852, 3.25299], [3.18068, 0.41740, 4.58080], [2.24639, -1.37533, 3.10447], [1.03714, 4.81565, 3.16815], [0.84079, 3.74205, 1.78721], [-0.46804, 3.89636, 2.96825], [2.30214, 2.80498, 3.59163], [-0.26785, 2.87333, 5.25151], [1.23374, 2.08599, 5.79259], [1.17976, 3.82916, 5.53959], [0.42706, -0.20255, 4.97132], [-0.89610, 0.87795, 4.58756], [1.09045, -2.73076, -0.66091], [0.30082, -4.18319, -1.30264], [-2.16559, -2.56565, -3.89368], [-1.05242, -5.18590, -2.77458], [-2.19632, -5.03799, -4.10013], [-0.55789, -4.42543, -4.29530], [-3.01095, -4.19897, -1.47961], [-3.41823, -2.48915, -1.64295], [-3.97793, -3.66324, -2.84225], [1.05499, -3.26501, -3.52065], [1.79699, -0.40023, -2.72173], [2.47005, -1.87672, -2.04271], [2.80030, -1.46763, -3.72050], [0.29668, -0.58259, -4.77848], [1.12850, -1.93837, -5.53863], [-0.58387, -2.06947, -5.14875], [-0.45879, -5.76174, -0.61225], [-2.17955, -7.46216, -0.29104], [-4.21310, -6.92868, 1.04707], [-4.39782, -4.77432, 2.20725], [-2.64447, -5.07549, 3.84134], [-1.99003, -5.28983, 6.18443], [-1.05636, -3.34137, 7.42062], [-0.61300, -1.25200, 6.23100], [-4.62441, -3.20808, 4.04627], [-6.92769, -2.37141, 3.75165], [-7.46212, -1.00279, 1.74149], [-5.70554, -0.33168, 0.19040], [-3.59193, 0.01757, -1.30518], [-4.17746, 0.88067, 0.10268], [-1.62247, 2.93065, -2.51969], [-4.42815, 1.70375, -2.41182], [-3.99219, 3.41340, -2.32526], [-3.77077, 2.52130, -3.82376], [-2.41692, 0.08049, -3.25445], [-1.75060, 1.32115, -4.31616], [-0.75623, 0.62715, -3.02624], [-2.09068, 3.23153, 1.22726], [-4.72585, 3.29776, -0.30352], [-4.41577, 2.59840, 1.29224], [-4.28631, 4.33058, 1.05792], [-2.65893, 4.72527, -1.36608], [-2.10559, 5.34284, 0.18733], [-1.02357, 4.36364, -0.79689], [3.12371, 0.46867, 2.43672], [2.57107, 0.11105, 5.43737], [4.10311, -0.16945, 4.61855], [3.45526, 1.46337, 4.71217], [1.90775, -1.80915, 4.05156], [1.50662, -1.62420, 2.34139], [3.17936, -1.87284, 2.83091], [-3.87312, 1.09380, 3.56074], [-2.62649, 1.78172, 3.04400], [-2.29847, 2.86437, 3.52856], [-1.96002, 1.17312, 2.10638], [-4.31625, 1.69299, 4.35184], [-3.63456, 0.09884, 3.94001], [-4.59932, 0.95915, 2.75539], [3.18964, 4.55703, -2.37236], [1.97980, 3.89437, -1.92535], [1.45585, 2.98119, -2.91224], [2.00986, 3.33428, -0.58386], [2.62608, 1.94990, -0.44078], [3.99626, 1.79212, -0.66878], [4.59364, 0.54069, -0.59005], [3.81648, -0.56229, -0.26552], [2.45932, -0.39226, -0.01803], [1.81896, 0.85075, -0.09099], [2.96636, 5.17370, -3.24544], [3.99708, 3.86333, -2.65834], [3.56432, 5.21239, -1.58595], [1.19144, 3.52643, -3.82176], [0.56066, 2.50413, -2.51662], [2.16277, 2.17955, -3.18793], [0.97421, 3.27181, -0.22536], [2.52609, 4.05235, 0.05911], [4.60586, 2.65802, -0.90708], [5.65725, 0.43020, -0.77384], [4.26896, -1.54761, -0.20057], [1.87962, -1.26552, 0.26646]], "forces_ev_per_angstrom": [[0.42, -0.36, 0.25], [0.01, -0.02, 0.02], [-0.07, 0.05, -0.03], [-0.02, 0.07, 0.01], [-0.18, -0.07, 0.03], [-0.06, -0.04, -0.22], [-0.19, 0.16, 0.11], [-0.35, 0.41, -0.16], [-0.08, -0.12, -0.18], [-0.05, 0.07, 0.16], [-0.07, 0.04, 0.11], [-0.02, -0.07, 0.09], [-0.08, -0.03, 0.00], [0.06, -0.06, 0.00], [0.02, 0.00, 0.00], [-0.04, -0.05, -0.12], [0.01, 0.04, -0.04], [0.20, 0.14, -0.12], [-0.01, 0.02, 0.06], [-0.10, 0.00, 0.08], [0.02, -0.06, -0.04], [-0.09, 0.01, -0.01], [-0.04, 0.22, 0.12], [0.06, -0.17, 0.14], [-0.12, 0.04, -0.19], [-0.02, -0.10, 0.05], [0.02, 0.05, 0.04], [-0.06, -0.12, -0.06], [0.03, -0.03, -0.04], [0.14, 0.15, -0.02], [0.28, -0.15, 0.08], [0.15, -0.08, 0.12], [-0.01, 0.04, -0.08], [0.03, -0.01, -0.04], [-0.05, 0.03, 0.04], [-0.08, 0.15, -0.17], [-0.08, -0.31, -0.10], [0.13, -0.07, 0.06], [-0.17, 0.01, -0.08], [-0.02, -0.12, -0.02], [-0.03, 0.00, -0.07], [-0.06, 0.04, 0.01], [-0.04, 0.03, -0.06], [0.02, 0.07, 0.04], [-0.03, 0.03, 0.00], [0.02, -0.10, -0.09], [0.04, -0.07, 0.01], [0.01, 0.03, 0.06], [-0.02, -0.03, 0.01], [0.05, -0.01, 0.04], [0.01, -0.02, 0.01], [0.10, 0.01, 0.05], [0.04, 0.02, 0.00], [0.00, 0.01, -0.03], [-0.01, -0.03, -0.01], [0.03, -0.03, 0.03], [-0.16, 0.03, -0.04], [-0.11, -0.04, 0.03], [0.10, -0.10, 0.09], [-0.01, 0.05, -0.05], [-0.01, 0.03, -0.08], [0.05, 0.01, 0.03], [-0.03, 0.01, 0.02], [-0.03, 0.09, -0.03], [-0.01, 0.08, 0.04], [0.03, 0.01, 0.02], [0.02, -0.01, -0.04], [0.03, -0.09, -0.02], [-0.06, -0.01, -0.16], [-0.06, 0.01, 0.04], [-0.02, -0.07, 0.00], [-0.02, 0.05, 0.02], [0.08, -0.01, 0.00], [-0.02, 0.02, 0.04], [-0.02, 0.03, 0.02], [0.07, 0.05, -0.01], [0.03, -0.01, 0.01], [-0.02, 0.01, 0.02], [0.00, 0.04, -0.01], [-0.01, -0.02, -0.04], [-0.03, -0.03, -0.02], [0.02, 0.01, -0.06], [0.04, 0.02, -0.04], [0.07, -0.01, 0.00], [-0.04, -0.03, 0.04], [0.01, -0.08, -0.02], [-0.03, 0.02, 0.01], [0.04, 0.08, -0.01], [0.05, 0.03, -0.04], [0.00, -0.06, 0.01], [-0.01, 0.01, 0.05], [0.06, 0.03, 0.02], [-0.02, 0.00, 0.05], [0.03, 0.01, 0.03], [0.06, 0.04, -0.02], [-0.01, 0.01, 0.00], [0.03, 0.08, -0.08], [0.01, -0.04, -0.02], [0.05, -0.01, 0.03], [-0.01, -0.02, -0.04], [-0.06, 0.00, 0.05], [0.04, 0.01, -0.05], [0.04, 0.03, -0.05], [-0.05, 0.04, 0.03], [-0.02, -0.03, 0.00], [0.00, 0.03, -0.05], [0.02, 0.03, -0.01], [-0.03, 0.03, 0.04], [-0.06, -0.03, -0.03], [0.32, 0.09, -0.05], [0.00, -0.23, -0.07], [-0.12, -0.05, 0.31], [-0.01, -0.01, 0.00], [0.02, -0.03, 0.00], [0.06, -0.03, 0.08], [0.07, -0.07, 0.01], [-0.09, 0.17, -0.02], [0.05, -0.06, -0.12], [0.21, -0.15, -0.01], [0.10, 0.01, 0.04], [-0.08, 0.00, -0.03], [0.02, 0.01, 0.01], [-0.02, 0.04, 0.08], [0.08, 0.16, 0.16], [0.09, 0.16, -0.10], [-0.03, -0.02, 0.01], [-0.06, 0.02, 0.00], [-0.01, 0.02, 0.01], [0.01, -0.01, 0.03], [-0.09, -0.07, 0.00], [-0.02, 0.04, 0.02], [-0.08, 0.02, -0.04], [-0.02, 0.00, 0.01], [-0.03, -0.06, 0.04], [-0.08, 0.01, 0.02], [-0.02, 0.04, 0.00], [0.04, 0.07, 0.02]], "mulliken_spin": [2.584, 0.028, -0.016, 0.004, 0.148, -0.063, 0.502, -0.127, 0.574, -0.046, 0.058, 0.018, -0.001, -0.002, 0.012, 0.002, 0.004, -0.009, 0.180, -0.059, 0.214, -0.114, 0.177, 0.002, 0.210, -0.108, 0.228, -0.066, 0.213, 0.019, 0.041, 0.000, 0.000, 0.002, -0.001, -0.003, 0.037, 0.011, 0.061, -0.012, 0.001, 0.016, -0.014, 0.002, 0.004, -0.005, -0.001, -0.004, 0.000, -0.008, 0.001, 0.001, -0.002, -0.001, 0.001, 0.039, 0.016, -0.003, 0.015, -0.001, 0.000, 0.000, 0.000, 0.007, 0.002, -0.001, 0.000, 0.001, -0.001, 0.001, 0.000, 0.000, 0.000, 0.004, 0.001, 0.003, 0.003, 0.014, 0.003, 0.002, -0.002, 0.005, 0.000, 0.000, 0.000, 0.008, 0.005, 0.002, 0.000, 0.000, 0.000, -0.001, 0.000, -0.012, 0.006, 0.000, -0.001, 0.000, 0.000, 0.000, 0.002, 0.000, 0.003, 0.000, 0.000, 0.005, 0.016, 0.001, 0.010, -0.012, 0.002, 0.034, -0.001, -0.001, 0.001, 0.001, 0.004, 0.009, 0.043, -0.157, -0.013, 0.017, 0.005, -0.022, 0.227, 0.000, 0.000, 0.000, 0.000, 0.007, 0.000, -0.019, 0.010, 0.001, 0.001, -0.001, 0.020]}

{"formula": "C3H3BaO2", "method": "ωB97M-V/def2-TZVPD", "homo_energy_ev": [-20.4, -20.4], "gap_ev": [7.16, 7.15], "charge": 3, "elements": ["O", "C", "H", "C", "H", "H", "C", "Ba", "O"], "xyz": [[-0.45974, 0.35505, -2.28468], [-1.14538, 0.50492, -1.37642], [-1.88834, -0.48256, -0.63932], [-1.07579, 0.42235, 0.10607], [-0.74293, 1.40928, 0.47983], [-2.04134, 0.46984, 0.64099], [0.77530, -0.36596, 0.70410], [4.72327, -1.63136, 1.54368], [1.85495, -0.68156, 0.82574]], "forces_ev_per_angstrom": [[-1.11, -0.24, 0.00], [1.83, 2.69, 0.22], [2.39, -0.39, 2.95], [-6.88, -0.10, -4.27], [0.98, -0.31, -0.40], [-0.81, 0.28, -0.08], [2.83, -1.82, 1.74], [0.31, -0.11, 0.08], [0.45, 0.01, -0.24]], "lowdin_charge": [0.327, -0.122, 0.358, -0.061, 0.184, 0.144, 0.117, 2.002, 0.051]}

Result set for calculated total energy: -1156.43103, -1999.48744, -6857.99563, -290.69231 Ha, one per record in the order listed.
Result set for energy relative to the best compared isomer or geometry (same formula, charge and spin): 83.2, 77.4, 11.1, 701.7 kJ/mol, one per record in the order listed.